{
  "formula": "C2H2N2O",
  "method": "the ωB97M-V functional and the def2-TZVPD basis",
  "species": ["O", "C", "N", "C", "N", "H", "H"],
  "positions_angstrom": [[0.6456, 1.3533, -0.3486], [1.3219, 0.2294, -0.4140], [0.4050, -0.7445, -0.1205], [-0.8240, -0.1124, 0.1282], [-0.7294, 1.1500, -0.0428], [0.9737, -1.3027, 0.5067], [-1.7928, -0.5731, 0.2910]],
  "forces_ev_per_a": [[0.1, 0.3, -0.5], [-0.1, 0.7, 0.1], [0.7, 0.6, 0.3], [0.1, 0.3, 0.1], [-0.3, -0.4, -0.1], [-1.0, -1.3, 0.0], [0.4, -0.1, 0.2]],
  "lowdin_charge": [-0.09, -0.11, 0.02, -0.17, 0.10, 0.12, 0.13],
  "largest_force_ha_per_bohr": 0.032,
  "lumo_ev": 0.82,
  "de_lowest_kcal_mol": 69.8,
  "charge": 0
}

***

{
  "formula": "C21H33N3O3",
  "method": "the ωB97M-V functional and the def2-TZVPD basis",
  "species": ["C", "C", "C", "C", "C", "C", "O", "N", "C", "H", "C", "H", "H", "C", "N", "C", "C", "H", "H", "C", "C", "C", "H", "H", "H", "H", "C", "O", "N", "H", "C", "C", "H", "H", "H", "C", "H", "H", "H", "H", "H", "H", "H", "C", "C", "H", "H", "H", "H", "H", "H", "O", "C", "H", "H", "H", "H", "H", "H", "H"],
  "positions_angstrom": [[4.3864, 2.5784, 4.9408], [4.2919, 2.9323, 3.5001], [4.3978, 4.1252, 2.8502], [4.2332, 3.8585, 1.4666], [4.0154, 2.5023, 1.3698], [3.8561, 1.6994, 0.1462], [4.2919, 2.1253, -0.9167], [3.2636, 0.4798, 0.2217], [2.4492, -0.0407, 1.2916], [2.5338, 0.5848, 2.1758], [0.9854, -0.1242, 0.8534], [0.3936, -0.5255, 1.6758], [0.6110, 0.8750, 0.6266], [0.8269, -0.9908, -0.4047], [-0.5964, -1.0532, -0.7437], [-1.2706, -2.0924, 0.0112], [-2.7833, -1.9264, -0.0825], [-3.2751, -2.6899, 0.5248], [-3.0563, -0.9443, 0.3054], [-3.2277, -2.0206, -1.5446], [-2.4404, -0.9864, -2.3420], [-0.9375, -1.1730, -2.1490], [-0.6357, -2.1564, -2.5598], [-0.4257, -0.3931, -2.7104], [-2.7313, 0.0066, -1.9999], [-2.6834, -1.0648, -3.4029], [-4.7266, -1.7528, -1.6269], [-5.2000, -0.6595, -1.8509], [-5.4848, -2.8480, -1.3949], [-5.0392, -3.7287, -1.1911], [-6.9335, -2.8209, -1.3385], [-7.5143, -3.8084, -2.3473], [-7.1542, -3.5812, -3.3475], [-7.2237, -4.8266, -2.0936], [-8.5990, -3.7490, -2.3472], [-7.4109, -3.1279, 0.0798], [-6.9799, -2.4192, 0.7826], [-7.1154, -4.1345, 0.3715], [-8.4935, -3.0562, 0.1346], [-7.2170, -1.7993, -1.6108], [-3.0136, -3.0261, -1.9259], [-0.9891, -3.0991, -0.3582], [-0.9692, -2.0264, 1.0582], [1.7226, -0.3883, -1.4884], [3.1648, -0.3131, -0.9847], [3.8029, 0.1515, -1.7381], [3.5361, -1.3216, -0.7669], [1.7088, -0.9978, -2.3922], [1.3808, 0.6181, -1.7331], [1.2079, -2.0086, -0.1885], [2.8133, -1.0449, 1.5446], [4.0566, 1.9439, 2.6147], [4.2695, 4.8660, 0.3756], [5.1894, 5.4451, 0.4357], [4.2235, 4.3694, -0.5880], [3.4306, 5.5551, 0.4721], [4.5813, 5.0823, 3.2944], [4.6947, 3.4483, 5.5123], [3.4223, 2.2324, 5.3137], [5.1092, 1.7770, 5.0854]],
  "forces_ev_per_a": [[-0.1, -0.2, -0.3], [0.1, 0.7, 0.1], [0.0, -0.6, 0.3], [-0.2, -0.8, -0.2], [0.2, 1.2, -0.2], [0.1, -0.3, 0.0], [0.0, 0.2, 0.0], [0.1, -0.2, -0.1], [-0.4, 0.1, 0.4], [0.0, -0.2, -0.1], [0.3, -0.4, -0.1], [-0.1, 0.0, 0.0], [0.0, 0.0, 0.0], [0.0, 0.3, 0.1], [0.1, -0.1, -0.1], [-0.2, 0.1, 0.2], [0.2, -0.3, 0.0], [0.0, 0.0, 0.0], [0.0, 0.0, 0.1], [-0.1, 0.5, 0.0], [0.1, -0.2, 0.0], [-0.2, 0.1, -0.1], [0.1, 0.0, 0.0], [0.0, -0.1, 0.0], [0.0, 0.0, -0.1], [0.0, 0.1, 0.0], [0.5, -0.5, 0.0], [-0.1, 0.5, -0.1], [-0.3, -0.3, 0.0], [0.1, 0.1, 0.0], [-0.2, 0.0, 0.0], [0.1, 0.3, 0.1], [0.0, 0.0, -0.1], [0.0, -0.1, 0.0], [-0.1, -0.1, 0.0], [0.1, 0.2, -0.2], [0.0, 0.0, 0.1], [0.0, -0.1, 0.1], [-0.1, 0.0, 0.1], [0.0, -0.2, 0.0], [0.0, 0.0, 0.0], [0.0, 0.1, 0.0], [0.0, -0.1, 0.0], [0.0, -0.3, 0.2], [0.1, 0.1, -0.4], [-0.1, -0.2, 0.1], [0.0, 0.0, 0.0], [0.0, 0.0, -0.1], [0.0, 0.1, -0.1], [0.0, 0.1, 0.0], [0.0, 0.1, 0.1], [0.1, -0.3, 0.3], [0.0, -0.1, -0.1], [0.1, 0.1, 0.0], [0.0, 0.1, 0.0], [0.0, 0.1, 0.0], [0.0, 0.2, 0.2], [0.0, 0.0, 0.0], [0.0, 0.0, 0.1], [0.1, 0.0, 0.1]],
  "lowdin_charge": [0.00, -0.31, 0.03, -0.19, -0.12, -0.37, 0.05, -0.04, -0.14, 0.11, -0.11, 0.11, 0.13, -0.33, -0.13, -0.19, -0.13, 0.12, 0.13, -0.25, -0.13, -0.19, 0.13, 0.11, 0.13, 0.12, -0.47, 0.07, 0.08, 0.14, -0.42, -0.06, 0.08, 0.08, 0.08, -0.05, 0.08, 0.08, 0.08, 0.14, 0.15, 0.13, 0.11, -0.12, -0.13, 0.12, 0.13, 0.11, 0.13, 0.15, 0.13, 0.06, -0.03, 0.09, 0.07, 0.09, 0.12, 0.08, 0.09, 0.09],
  "largest_force_ha_per_bohr": 0.025,
  "smiles": "Cc1cc(C)c(C(=O)N2CCC(N3CCC(C(=O)NC(C)C)CC3)CC2)o1",
  "lumo_ev": 0.74,
  "de_lowest_kcal_mol": 20.5,
  "charge": 0
}

***

{
  "formula": "C6H12O",
  "method": "the ωB97M-V functional and the def2-TZVPD basis",
  "species": ["C", "C", "C", "O", "C", "C", "C", "H", "H", "H", "H", "H", "H", "H", "H", "H", "H", "H", "H"],
  "positions_angstrom": [[-0.2144, 1.0258, 2.1745], [-0.4495, 0.6622, 0.7477], [-1.6849, -0.0322, 0.2973], [0.4769, 1.1289, -0.1265], [0.7247, -0.0104, -0.8194], [1.1288, -1.2753, -0.1488], [0.7043, 0.1251, -2.3048], [0.3898, 1.9408, 2.2191], [0.3294, 0.2539, 2.7428], [-1.1644, 1.1951, 2.6968], [-1.6709, -1.1308, 0.4423], [-1.8441, 0.1385, -0.7742], [-2.5589, 0.3402, 0.8532], [0.3266, -2.0382, -0.0970], [1.9655, -1.7467, -0.6866], [1.4359, -1.0750, 0.8845], [0.8615, 1.1752, -2.5782], [-0.2482, -0.1897, -2.7605], [1.4918, -0.4873, -2.7623]],
  "forces_ev_per_a": [[-0.1, 0.1, 0.0], [-0.7, 0.4, 1.2], [-0.1, 0.0, -0.1], [-0.1, -0.1, 0.0], [0.6, -0.5, -1.2], [0.0, -0.1, 0.1], [0.1, 0.0, 0.0], [-0.1, -0.1, 0.0], [-0.1, 0.1, -0.1], [0.1, 0.0, -0.1], [0.0, 0.2, 0.0], [0.0, 0.0, 0.2], [0.2, 0.0, -0.1], [0.1, 0.2, 0.0], [-0.1, 0.1, 0.1], [0.0, 0.0, -0.2], [0.0, -0.2, 0.0], [0.1, 0.0, 0.1], [-0.1, 0.1, 0.0]],
  "lowdin_charge": [-0.04, -0.39, -0.06, 0.00, -0.39, -0.06, -0.04, 0.09, 0.08, 0.08, 0.08, 0.09, 0.08, 0.08, 0.08, 0.09, 0.09, 0.08, 0.08],
  "largest_force_ha_per_bohr": 0.028,
  "lumo_ev": [0.96, 0.96],
  "de_lowest_kcal_mol": 84.5,
  "charge": 0
}

***

{
  "formula": "C19H39N3O12PS3",
  "method": "the ωB97M-V functional and the def2-TZVPD basis",
  "species": ["C", "C", "O", "P", "O", "C", "C", "C", "N", "C", "C", "S", "C", "N", "N", "C", "O", "C", "C", "O", "O", "O", "C", "C", "H", "H", "H", "H", "H", "H", "H", "H", "H", "H", "H", "H", "H", "H", "H", "H", "H", "H", "H", "H", "H", "H", "H", "O", "S", "O", "O", "C", "C", "C", "H", "H", "H", "H", "H", "H", "H", "H", "O", "S", "O", "O", "C", "C", "C", "H", "H", "H", "H", "H", "H", "H", "H"],
  "positions_angstrom": [[-1.3902, 0.6712, -3.0261], [0.1174, 0.6022, -3.1489], [0.7798, 1.8772, -3.1042], [0.8592, 2.8281, -1.8197], [1.7899, 3.9390, -2.0731], [1.3693, 1.8829, -0.3670], [0.4087, 0.8244, 0.2158], [-0.5242, 1.3772, 1.3002], [-0.8875, 0.3579, 2.3049], [-2.0751, -0.3902, 1.9137], [-1.7214, -1.4712, 0.8819], [-3.0213, -2.7373, 0.8651], [-2.8131, -3.3541, -0.7440], [-3.6979, -3.8965, -1.5122], [-3.0235, -4.2767, -2.6716], [-1.8044, -3.9192, -2.5134], [-1.5779, -3.3374, -1.3106], [-1.1052, 1.0124, 3.6148], [-2.2480, 2.0566, 3.5724], [-1.9256, 3.2188, 3.1950], [-3.3872, 1.6368, 3.8560], [-0.6566, 3.2881, -1.6164], [-0.9522, 4.1929, -0.5257], [-0.7743, 5.6435, -0.9356], [-1.7160, 1.0036, -2.0409], [-1.8072, 1.3539, -3.7656], [-1.8215, -0.3193, -3.1935], [0.3699, 0.1954, -4.1293], [0.5596, -0.0730, -2.4141], [1.5329, 2.6501, 0.3927], [2.3425, 1.4572, -0.6112], [-0.1939, 0.3550, -0.5562], [0.9984, 0.0244, 0.6693], [-1.4444, 1.7645, 0.8445], [-0.0543, 2.1985, 1.8375], [-2.8695, 0.2490, 1.5055], [-2.5063, -0.8575, 2.8017], [-0.7535, -1.9005, 1.1314], [-1.6873, -1.0442, -0.1187], [-0.9741, -4.0293, -3.1916], [-1.3319, 0.2445, 4.3543], [-0.1690, 1.5079, 3.8793], [-0.3593, 3.9642, 0.3591], [-1.9884, 3.9972, -0.2509], [0.2760, 5.9309, -0.8636], [-1.0609, 5.7881, -1.9768], [-1.3481, 6.2951, -0.2780], [-0.7650, -6.7308, -5.6711], [0.0265, -7.1099, -4.5409], [1.0005, -6.1961, -4.0249], [0.7187, -8.5071, -4.8545], [1.4747, -8.6159, -6.0821], [2.8134, -7.9114, -6.0156], [-1.0121, -7.6482, -3.2294], [0.8631, -8.2470, -6.9068], [1.6097, -9.6872, -6.2174], [2.6949, -6.8330, -5.9273], [3.3786, -8.1217, -6.9243], [3.3864, -8.2566, -5.1551], [-1.7364, -8.3559, -3.6220], [-1.5169, -6.7625, -2.8465], [-0.3938, -8.0982, -2.4573], [1.8201, 3.1852, 4.6265], [1.2876, 4.4836, 4.9253], [1.4233, 5.5279, 3.9544], [1.9649, 4.9730, 6.2988], [3.3983, 4.9132, 6.3793], [4.0869, 6.0129, 5.5949], [-0.3630, 4.3839, 5.4807], [3.7324, 3.9242, 6.0596], [3.6148, 5.0119, 7.4424], [3.9218, 5.9017, 4.5251], [5.1612, 5.9795, 5.7849], [3.7050, 6.9902, 5.8913], [-0.4337, 3.6156, 6.2464], [-0.9864, 4.1170, 4.6105], [-0.6412, 5.3596, 5.8728]],
  "forces_ev_per_a": [[-0.1, 0.0, 0.2], [0.1, -0.1, -0.4], [-0.4, -0.2, 0.4], [0.5, 0.6, -0.2], [0.0, -0.1, 0.0], [-0.6, -0.2, 0.0], [0.1, 0.0, 0.2], [-0.1, -0.5, 0.0], [-0.3, 0.3, 0.0], [0.0, -0.3, -0.1], [0.1, 0.4, 0.0], [-0.2, -0.1, 0.0], [0.0, 0.0, 0.0], [0.0, 0.0, 0.1], [0.1, -0.1, -0.1], [0.0, 0.0, 0.1], [0.1, 0.0, -0.1], [0.2, 0.1, -0.1], [-0.4, 0.0, -0.1], [0.1, -0.1, 0.1], [0.1, 0.0, 0.0], [0.2, -0.4, 0.2], [-0.5, 0.4, 0.1], [0.5, -0.1, 0.0], [0.0, 0.1, 0.0], [0.0, 0.0, 0.0], [0.1, 0.0, -0.1], [0.1, 0.1, 0.0], [0.0, 0.1, 0.1], [0.2, 0.0, 0.0], [0.0, 0.0, -0.1], [0.1, 0.0, -0.1], [0.0, 0.1, 0.0], [0.1, 0.3, 0.0], [0.0, 0.0, -0.1], [0.0, 0.0, 0.1], [0.1, 0.0, 0.1], [0.0, -0.1, 0.0], [0.1, 0.0, 0.0], [0.0, 0.0, 0.0], [0.0, -0.1, 0.0], [0.0, -0.1, 0.1], [0.1, -0.1, 0.0], [0.0, -0.1, -0.1], [0.0, 0.0, 0.0], [-0.2, 0.0, 0.1], [-0.1, 0.0, 0.0], [0.1, 0.1, -0.1], [-0.2, -0.2, 0.1], [0.0, 0.1, 0.0], [0.0, 0.0, 0.1], [0.1, 0.0, -0.3], [0.0, 0.1, 0.1], [0.0, 0.0, 0.0], [0.0, 0.0, 0.1], [-0.1, 0.0, 0.1], [0.0, 0.0, 0.0], [0.0, 0.0, 0.0], [0.0, 0.0, 0.0], [0.0, 0.0, 0.0], [0.0, 0.0, 0.0], [0.0, 0.0, 0.0], [0.0, 0.0, -0.1], [-0.1, 0.0, 0.1], [0.0, 0.0, 0.0], [-0.1, 0.1, 0.0], [0.3, -0.1, 0.0], [-0.1, 0.0, -0.1], [-0.1, 0.1, 0.0], [-0.1, 0.0, 0.0], [-0.1, 0.0, 0.0], [0.0, 0.0, 0.0], [0.0, 0.0, 0.0], [0.0, 0.0, 0.0], [0.0, 0.0, 0.0], [0.1, -0.1, 0.0], [0.0, 0.0, 0.0]],
  "lowdin_charge": [-0.08, -0.27, -0.19, 0.47, -0.27, -0.19, -0.20, -0.19, -0.14, -0.27, -0.44, 1.01, -0.71, 0.04, 0.05, -0.20, 0.02, -0.12, -0.71, -0.10, -0.05, -0.21, -0.25, -0.07, 0.06, 0.09, 0.08, 0.12, 0.10, 0.09, 0.10, 0.05, 0.11, 0.12, 0.11, 0.13, 0.11, 0.09, 0.06, 0.13, 0.11, 0.10, 0.10, 0.12, 0.07, 0.08, 0.08, -0.27, 0.56, -0.28, -0.27, -0.25, -0.07, -0.11, 0.11, 0.12, 0.07, 0.08, 0.08, 0.08, 0.05, 0.08, -0.29, 0.58, -0.28, -0.27, -0.27, -0.08, -0.12, 0.11, 0.12, 0.07, 0.08, 0.08, 0.08, 0.04, 0.08],
  "largest_force_ha_per_bohr": 0.016,
  "lumo_ev": 1.84,
  "charge": -1
}

***

{
  "formula": "C2H2N2S3",
  "method": "the ωB97M-V functional and the def2-TZVPD basis",
  "species": ["C", "C", "N", "N", "S", "S", "S", "H", "H"],
  "positions_angstrom": [[-0.0695, 1.0454, 0.5210], [-1.8049, -0.9852, -0.0878], [1.0642, 0.5633, 0.0538], [1.2898, -0.6427, -0.3153], [-1.1672, 2.1471, 0.2843], [-0.8893, -1.7002, 0.9338], [-2.6770, -0.3885, -1.2429], [1.9761, 1.0178, 0.2141], [2.2778, -1.0571, -0.3609]],
  "forces_ev_per_a": [[0.4, 1.1, 0.1], [-0.6, -0.8, -0.6], [2.5, 0.0, 0.6], [0.3, -3.6, -1.7], [0.3, -0.1, 0.0], [-0.6, 0.4, 0.0], [0.3, -0.2, 0.6], [-1.1, 1.1, 0.4], [-1.4, 2.2, 0.5]],
  "lowdin_charge": [-0.74, -1.39, -0.22, -0.09, 0.69, 0.81, 0.69, 0.17, 0.08],
  "largest_force_ha_per_bohr": 0.078,
  "lumo_ev": [-0.66, -0.77],
  "de_lowest_kcal_mol": 111.9,
  "charge": 0
}

***

{
  "formula": "C25H27N5O3",
  "method": "the ωB97M-V functional and the def2-TZVPD basis",
  "species": ["C", "H", "H", "H", "C", "H", "H", "O", "C", "C", "C", "C", "C", "C", "H", "H", "C", "N", "C", "O", "C", "N", "N", "C", "C", "C", "N", "N", "C", "C", "O", "C", "C", "C", "C", "C", "C", "H", "H", "H", "H", "H", "C", "H", "H", "H", "C", "H", "H", "H", "C", "H", "H", "H", "H", "H", "H", "H", "H", "H"],
  "positions_angstrom": [[4.1227, -0.8739, 0.1438], [3.7172, -1.6091, 0.8316], [5.2075, -0.8895, 0.2102], [3.7604, 0.1049, 0.4459], [3.6948, -1.1956, -1.2858], [3.9127, -2.2446, -1.5088], [4.2419, -0.5720, -2.0042], [2.3029, -1.0720, -1.4988], [1.7639, 0.1707, -1.6669], [0.3960, 0.2041, -1.9442], [-0.2557, 1.4046, -2.1203], [0.4346, 2.6102, -2.0287], [1.7941, 2.5716, -1.7733], [2.4616, 1.3706, -1.6034], [3.5218, 1.3939, -1.4097], [2.3503, 3.4948, -1.6980], [-0.3224, 3.9126, -2.0838], [-1.1951, 3.9726, -0.9242], [-2.4992, 3.6586, -1.0268], [-3.1346, 3.7014, -2.0607], [-3.1465, 3.1772, 0.2884], [-2.6211, 1.8297, 0.5482], [-3.4876, 0.8875, 0.1436], [-3.1936, -0.3663, 0.1220], [-1.9020, -0.7949, 0.5521], [-1.1960, -1.9896, 0.6471], [0.0203, -1.6510, 1.1438], [0.1505, -0.3500, 1.3864], [-0.9984, 0.1973, 1.0230], [-1.3373, 1.6057, 1.0037], [-0.5853, 2.5188, 1.3224], [1.0913, -2.5098, 1.4482], [1.7514, -2.3434, 2.6604], [2.8029, -3.1798, 2.9868], [3.1988, -4.1758, 2.1079], [2.5544, -4.3210, 0.8903], [1.5021, -3.4885, 0.5517], [1.0287, -3.5734, -0.4129], [2.8771, -5.0816, 0.1954], [4.0175, -4.8301, 2.3664], [3.3146, -3.0541, 3.9288], [1.4350, -1.5539, 3.3238], [-1.6178, -3.3839, 0.3628], [-1.4958, -3.6211, -0.6950], [-1.0294, -4.0907, 0.9447], [-2.6686, -3.5087, 0.6132], [-4.2466, -1.3062, -0.3651], [-4.5754, -1.9593, 0.4424], [-3.8580, -1.9233, -1.1727], [-5.0953, -0.7320, -0.7237], [-3.0086, 4.1343, 1.4644], [-3.4372, 5.0941, 1.1876], [-1.9716, 4.2766, 1.7503], [-3.5521, 3.7421, 2.3218], [-4.2067, 3.0174, 0.0652], [-0.7382, 3.7769, -0.0361], [-0.9592, 3.9708, -2.9706], [0.3628, 4.7639, -2.0680], [-1.3167, 1.4139, -2.3281], [-0.1378, -0.7318, -2.0147]],
  "forces_ev_per_a": [[-0.3, -0.1, -0.3], [0.0, -0.1, 0.1], [0.1, 0.0, 0.0], [0.0, 0.1, 0.1], [0.5, 0.0, 0.2], [0.0, 0.2, 0.0], [-0.1, -0.1, 0.0], [-0.3, 0.1, 0.0], [-0.1, 0.1, -0.1], [0.2, -0.1, 0.0], [0.1, 0.0, 0.0], [0.2, 0.2, -0.1], [-0.3, 0.1, -0.1], [0.3, -0.4, 0.1], [0.1, -0.1, 0.1], [0.1, 0.1, 0.0], [-0.1, 0.0, -0.1], [0.4, 0.3, 0.1], [-0.3, 0.1, 0.4], [-0.2, -0.1, -0.3], [-0.1, 0.4, -0.1], [0.5, 0.0, 0.3], [-0.9, -0.8, -0.5], [-0.1, 0.2, 0.0], [0.8, 0.4, 0.3], [-0.4, 0.2, -0.1], [-0.8, 0.3, -0.3], [0.4, 1.0, 0.2], [-0.2, -1.3, -0.1], [0.1, 0.3, 0.2], [0.1, -0.2, 0.2], [0.7, -0.5, 0.3], [-0.2, 0.0, -0.1], [0.0, 0.0, 0.0], [0.1, 0.0, 0.0], [0.0, -0.1, 0.0], [-0.1, 0.2, 0.1], [-0.1, 0.0, -0.1], [0.0, -0.1, -0.1], [0.1, -0.1, 0.0], [0.0, 0.0, 0.1], [0.0, 0.1, 0.1], [0.0, -0.1, -0.1], [0.0, -0.1, 0.0], [-0.1, -0.1, 0.0], [0.0, 0.0, 0.0], [0.0, 0.1, 0.1], [0.0, -0.1, 0.0], [0.0, -0.1, -0.1], [0.0, 0.0, 0.0], [0.1, -0.1, -0.1], [-0.1, 0.1, 0.0], [0.0, 0.1, 0.0], [0.0, 0.0, 0.1], [0.4, 0.0, 0.0], [-0.2, 0.0, -0.1], [0.1, 0.1, 0.1], [0.0, -0.1, -0.1], [-0.2, 0.0, 0.0], [-0.1, -0.1, 0.0]],
  "lowdin_charge": [-0.05, 0.05, 0.08, 0.08, -0.24, 0.12, 0.12, -0.07, -0.27, -0.01, -0.03, -0.21, -0.03, -0.01, 0.10, 0.11, -0.11, 0.09, -0.47, 0.06, -0.21, 0.00, 0.15, -0.27, -0.06, -0.17, -0.03, 0.20, -0.13, -0.35, 0.04, -0.20, -0.01, -0.08, -0.09, -0.07, -0.03, 0.12, 0.11, 0.10, 0.11, 0.12, 0.00, 0.09, 0.08, 0.08, -0.02, 0.08, 0.08, 0.08, -0.03, 0.09, 0.07, 0.09, 0.15, 0.11, 0.13, 0.12, 0.12, 0.12],
  "largest_force_ha_per_bohr": 0.025,
  "smiles": "CCOc1ccc(CNC(=O)[C@H](C)n2nc(C)c3c(C)n(-c4ccccc4)nc3c2=O)cc1",
  "lumo_ev": 0.33,
  "de_lowest_kcal_mol": 40.6,
  "charge": 0
}